[1]
The following is a quantum chemistry calculation of 10 unconnected molecules or ions with the total composition C31H86FNO36P8, from OMol25.

The geometry in XYZ format:
```
163
Properties=species:S:1:pos:R:3:forces:R:3
C 16.42047 4.63001 21.08240 -0.39 2.01 -0.62
C 16.62633 6.11655 21.60964 -0.19 -0.69 -0.40
C 16.67312 7.23899 20.54909 -0.18 -0.80 0.47
O 17.61751 6.89219 19.59503 1.00 0.29 -0.64
C 18.13510 8.05977 18.93375 -0.37 -2.05 -0.76
N 15.63254 6.50686 22.59578 0.28 -0.04 0.82
H 16.27927 3.87614 21.85689 0.25 0.36 0.26
H 17.21136 4.33305 20.39363 0.05 -0.05 0.14
H 15.49238 4.68332 20.51328 -0.17 -0.32 -0.16
H 17.64024 6.14991 22.00836 0.07 0.02 0.58
H 16.96917 8.18877 20.99448 0.02 0.08 0.60
H 15.71217 7.44031 20.07564 -0.49 -0.26 -0.10
H 18.59968 7.64924 18.03724 0.15 0.35 -0.14
H 18.92146 8.54514 19.51181 -0.44 0.37 0.18
H 17.26334 8.62723 18.60798 0.37 0.81 0.17
H 15.35282 5.72596 23.17201 0.22 -0.26 0.19
H 14.76300 6.86487 22.22722 0.03 0.09 -0.56
C 15.52748 6.01175 16.10376 0.79 -0.70 0.20
O 15.10736 7.27720 15.64104 -0.27 0.60 -1.19
P 14.78290 7.54188 14.10294 -1.14 0.83 -0.16
O 15.86799 7.44233 13.09944 -1.13 0.11 0.99
O 13.52828 6.50573 13.87097 0.25 1.22 0.67
C 13.28858 6.00317 12.56410 1.38 -0.41 -1.14
O 14.14013 9.05752 14.22305 0.57 -1.12 0.16
C 13.24707 9.34314 15.34664 -0.13 -0.67 -0.08
H 14.67822 5.44860 16.49070 0.13 0.19 0.34
H 16.32492 6.22656 16.81513 -0.39 -0.27 0.48
H 16.00746 5.38657 15.35085 -0.14 0.20 -0.46
H 13.34196 6.77675 11.79804 0.19 0.19 0.12
H 12.37182 5.45941 12.33612 -0.35 0.21 1.25
H 14.10945 5.30119 12.41747 -0.07 -0.08 -0.63
H 13.10686 8.37932 15.83603 -0.63 0.41 0.33
H 12.31138 9.81009 15.03915 -0.03 -0.55 -0.64
H 13.60303 10.07231 16.07445 1.00 -0.12 -0.22
C 10.11251 1.13129 24.60035 -0.88 -2.37 -0.16
O 9.73714 2.34886 24.05669 0.20 1.75 -0.30
P 10.48876 2.97986 22.78776 -1.40 0.41 -0.26
O 11.34024 1.97647 22.10451 -0.08 1.38 0.35
O 11.15149 4.40108 23.31534 -3.67 -2.43 -1.78
C 12.51821 4.49228 23.42476 1.92 0.36 0.38
O 9.13661 3.42804 21.97934 0.83 -1.16 3.50
C 9.13683 3.95034 20.70098 1.25 0.38 -0.76
H 10.67196 1.15435 25.53554 0.50 0.42 -0.40
H 10.46766 0.45594 23.82197 1.18 0.32 0.13
H 9.22210 0.54719 24.83291 -0.63 0.52 0.43
H 12.73791 4.25048 24.46465 0.78 0.13 -0.13
H 12.78813 5.51255 23.15221 0.15 0.04 0.32
H 13.04125 3.83908 22.72628 0.07 -0.23 0.16
H 8.69148 4.94517 20.70949 -0.03 -0.11 -0.19
H 8.61972 3.25837 20.03624 0.05 0.19 -0.12
H 10.20228 4.01280 20.47957 -0.16 0.42 -1.23
C 14.25883 4.68393 27.87754 -0.93 0.58 1.65
O 15.49027 5.12303 27.35297 1.56 -1.16 -1.17
P 16.18310 4.05591 26.34906 0.45 -0.36 -0.95
O 15.33637 3.78585 25.13738 1.50 0.16 2.11
O 17.68283 4.63656 26.07059 -2.36 -0.51 1.42
C 17.80548 5.88966 25.42489 1.49 0.96 -1.65
O 16.50904 2.73451 27.23930 -0.32 0.51 -0.63
C 17.24726 2.63693 28.46749 -0.31 1.12 0.74
H 13.58652 5.53749 27.79068 -0.34 -0.38 -0.24
H 14.39889 4.51883 28.94582 0.08 0.08 0.21
H 13.82877 3.74254 27.53558 0.22 0.23 -0.81
H 18.38983 5.66644 24.53225 -0.44 0.07 -0.46
H 18.47794 6.60116 25.90412 -0.16 -0.35 1.03
H 16.92334 6.46382 25.14157 -0.43 -0.65 0.14
H 17.58392 3.61352 28.81539 0.65 0.14 -0.60
H 18.05289 1.90336 28.43668 -0.08 0.22 -0.52
H 16.61908 2.39787 29.32559 -0.65 -0.64 -0.43
C 13.05983 9.26007 19.25268 0.19 1.30 -0.59
O 11.90289 8.56269 19.64075 -1.08 -0.73 0.34
P 12.02861 7.25050 20.51696 0.38 -0.95 -2.07
O 13.00487 7.48461 21.61258 -1.08 -0.93 -0.63
O 10.50013 6.85684 20.82882 2.42 -0.99 -0.69
C 9.79885 7.60467 21.77076 -1.35 1.73 -0.07
O 12.47966 6.12210 19.38854 -0.39 0.51 2.23
C 11.66629 5.51977 18.36019 0.38 1.39 -1.11
H 13.14836 9.27094 18.16634 0.12 -0.62 -0.01
H 13.97234 8.91259 19.73712 -0.12 0.03 0.00
H 12.85439 10.30952 19.46373 0.34 0.09 0.47
H 10.46618 8.23592 22.35754 -0.15 -0.26 0.40
H 9.07869 7.02410 22.34731 0.65 -0.47 0.24
H 9.16458 8.26294 21.17706 -0.06 0.42 0.14
H 12.11902 5.78643 17.40519 0.47 0.10 -0.06
H 10.71219 6.03428 18.24585 -0.42 -0.58 0.61
H 11.67942 4.43018 18.33338 -0.34 0.07 0.89
C 16.10742 -1.75792 19.91167 0.58 0.00 0.08
O 15.60834 -0.41032 19.73478 -0.26 -0.65 0.91
P 16.08516 0.70833 20.78092 -0.04 0.40 0.76
O 17.56174 0.78024 20.96714 -1.96 0.25 -0.17
O 15.32773 1.99659 20.19373 1.84 -1.11 -0.01
C 14.00883 1.89254 19.68869 -1.14 0.40 0.79
O 15.22639 0.40077 22.14190 0.23 -1.77 -3.11
C 15.27328 1.15677 23.29070 0.58 1.58 1.02
H 15.64108 -2.47463 19.23569 -0.12 0.65 -0.46
H 15.92561 -2.19866 20.89187 -0.10 0.59 0.33
H 17.18394 -1.71180 19.74713 -0.03 -0.27 -0.04
H 13.94624 2.02435 18.60850 0.34 -0.06 0.07
H 13.47815 2.69178 20.20609 -0.28 0.11 -0.35
H 13.51187 0.97454 20.00237 0.15 -0.10 -0.17
H 14.31691 1.61832 23.53653 -0.23 -0.23 -0.23
H 15.95962 1.98693 23.12379 0.20 0.04 0.57
H 15.58674 0.53947 24.13260 0.15 0.09 -0.01
C 14.91067 13.33808 20.49042 -0.80 0.41 -0.57
O 15.15013 12.22481 21.36375 -0.07 0.68 1.68
P 15.42038 12.49184 22.96356 -0.76 -1.81 -1.24
O 16.41002 13.49898 23.30202 0.64 -0.11 0.11
O 14.01576 12.81431 23.63061 0.84 -1.48 -3.60
C 13.93570 13.40134 24.84295 -1.46 0.78 2.57
O 15.70400 10.95863 23.41882 0.90 3.24 0.00
C 14.85683 9.92653 23.03860 -0.46 -1.96 -0.95
H 14.49816 14.21753 20.98489 0.64 0.11 0.50
H 14.09603 13.13389 19.79559 0.02 -0.82 0.02
H 15.77095 13.56977 19.86246 0.23 0.01 0.48
H 14.85766 13.63540 25.37521 0.21 0.17 -0.52
H 13.39171 12.68719 25.46114 -0.14 0.18 0.44
H 13.29651 14.27042 24.68724 0.22 0.34 0.59
H 14.57750 9.36759 23.93172 -0.15 -0.01 -0.18
H 15.43021 9.28172 22.37260 0.05 -0.35 0.27
H 13.99327 10.16756 22.41871 -0.20 0.61 0.45
C 20.77319 10.47578 13.08225 0.47 -0.29 -0.85
O 19.52034 10.55180 13.78484 1.30 0.09 -0.45
P 19.53917 10.48075 15.37040 -1.96 -0.15 1.42
O 19.79275 9.11333 15.92190 0.19 1.80 -0.59
O 20.49790 11.66780 15.91414 -3.09 -0.51 -2.06
C 21.73999 11.42340 16.44181 1.35 -0.08 0.66
O 18.05307 11.11616 15.65920 1.14 -1.41 -0.38
C 16.89944 10.33401 15.13570 0.63 -0.12 0.52
H 21.63229 10.05839 13.60744 -0.28 0.12 0.84
H 21.07876 11.44040 12.67698 -0.30 0.22 0.31
H 20.72490 9.80311 12.22594 -0.75 -0.02 0.00
H 22.46898 12.10739 16.00725 -0.07 0.18 -0.06
H 22.05790 10.41589 16.17356 0.18 -0.16 0.72
H 21.62829 11.66028 17.49988 0.69 -0.58 0.20
H 16.08942 10.36674 15.86433 0.03 0.82 -0.14
H 17.08642 9.26050 15.10899 0.64 0.03 -0.32
H 16.65005 10.70477 14.14150 -0.14 -0.01 0.28
C 23.50190 7.32516 16.75841 -0.43 -1.38 0.03
O 23.44515 5.87050 16.51109 -0.14 -0.57 -0.30
P 23.37114 4.84009 17.75242 -1.14 1.48 0.32
O 24.50042 5.13022 18.66111 -1.26 -1.03 -0.23
O 21.88028 5.14801 18.39862 2.05 0.23 -0.46
C 20.63156 4.90551 17.73928 -0.03 -0.99 0.19
O 23.22437 3.34019 17.14550 0.34 2.13 0.29
C 22.90649 3.10644 15.77344 0.37 -0.84 -0.58
H 22.46912 7.66741 16.69271 0.10 0.26 0.19
H 24.09162 7.76668 15.95505 0.06 -0.16 0.17
H 23.94385 7.47367 17.74367 -0.02 0.28 -0.15
H 20.72751 4.58785 16.70102 0.26 0.01 -0.03
H 19.94618 5.75299 17.75085 0.46 0.25 0.31
H 20.20348 4.08834 18.31987 -0.41 0.03 -0.27
H 23.79750 2.72609 15.27392 0.14 -0.06 0.09
H 22.59427 3.96423 15.17776 -0.26 0.16 0.53
H 22.17278 2.30039 15.76636 -0.17 0.25 -0.11
C 18.74325 11.61026 22.12365 1.56 -0.82 -0.06
C 19.44502 11.12047 20.84546 0.70 1.13 2.86
O 20.23882 12.18980 20.49455 1.76 0.66 -0.45
C 20.15869 13.25956 21.34804 0.84 0.80 -0.68
O 20.92797 14.21167 21.23402 -2.80 -2.50 0.97
O 19.11470 13.01174 22.20314 0.70 0.03 0.00
F 18.52564 10.97917 19.96446 -2.68 -0.83 -3.56
H 19.18755 11.00089 22.91065 -0.09 0.68 0.73
H 17.68719 11.34614 22.06817 0.09 0.89 0.02
H 20.03166 10.20514 20.92370 0.13 0.02 0.08
```
Positions in Å, forces in eV/Å.

Computed properties:
HOMO (alpha / beta) = 0.0148 / -0.2485 Eh
Orbital gap (alpha / beta) = 0.05062 / 0.31213 hartree
LUMO energy (alpha / beta) = 0.0655 / 0.0637 hartree
2S+1 = 2
Charge = -1

Löwdin atomic charge list, values in e, 6 entries: C -0.02; C -0.37; C -0.23; O -0.20; C -0.07; N 0.06

[2]
The following is a quantum chemistry calculation of 3 unconnected molecules or ions with the total composition C18H21F5O6S, from OMol25.

The geometry in XYZ format:
```
51
Properties=species:S:1:pos:R:3:forces:R:3
O 2.07767 -3.30427 1.22446 3.66 7.10 -2.48
C 2.75530 -2.21011 0.87345 -0.72 -4.22 1.72
C 4.41949 -2.31019 0.98200 2.07 4.05 0.64
C 5.28787 -1.09843 1.27157 -4.01 -2.69 -1.20
C 4.49399 0.36313 1.44220 3.57 2.84 3.31
O 5.11679 1.29028 2.20881 -4.43 -5.50 -5.14
C 3.03626 0.60030 0.71754 -2.08 -0.13 -1.17
C 2.50616 2.09806 0.28739 -3.27 -4.11 -0.18
S 3.46228 3.69790 0.57070 3.11 3.42 -5.26
O 4.80650 3.56636 -0.24427 -5.07 -0.18 4.32
O 2.63213 4.84927 -0.04630 2.12 -4.32 3.47
F 3.80713 3.99314 2.26021 -1.17 -0.93 -3.71
C 1.03860 2.23273 -0.44156 1.34 -3.51 1.03
C 0.16378 0.86073 -0.75246 2.88 -0.15 1.44
C 0.69065 -0.67088 -0.36344 2.12 3.80 0.75
C -0.27683 -1.92635 -0.78402 -0.08 -0.42 -1.56
F -1.08129 -1.44218 -1.96836 2.11 -1.31 3.24
F 0.45062 -3.13207 -1.27614 -2.26 3.93 1.74
C -1.42895 -2.29252 0.37001 -0.84 -2.07 0.30
F -2.44170 -3.22475 -0.24366 3.13 2.59 1.77
F -0.87257 -2.97549 1.56004 -1.49 2.00 -3.78
C 2.13683 -0.76996 0.40070 -1.18 2.36 -0.90
H 4.97329 -3.33293 0.85645 -1.62 1.96 0.37
H 6.47248 -1.19958 1.38033 -3.05 0.56 -0.11
H 0.60026 3.29283 -0.77270 1.23 -2.66 0.89
H -0.88487 1.04102 -1.28248 2.63 -0.52 1.24
H -2.02435 -1.34908 0.73143 1.41 -1.78 -0.93
C -2.88756 -2.62441 4.81134 0.24 -0.09 0.25
C -3.25631 -1.22971 4.33122 -0.32 -0.58 -0.26
C -4.70900 -1.16228 3.88769 -0.22 0.30 0.04
O -2.41249 -0.86710 3.24127 0.20 0.24 -0.36
H -3.00996 -3.36029 4.00871 -0.12 0.10 0.04
H -1.83612 -2.66114 5.11566 -0.17 0.06 0.00
H -3.50880 -2.92669 5.66018 0.07 0.00 -0.10
H -3.08280 -0.50591 5.13484 0.13 0.01 -0.26
H -4.89596 -1.84638 3.05231 0.07 -0.08 0.14
H -4.95678 -0.15600 3.53322 0.05 -0.11 0.13
H -5.38476 -1.42073 4.70891 0.04 0.01 -0.13
H -2.55986 -1.50447 2.52284 -0.02 0.10 0.70
C -1.82179 1.92752 -5.71478 -0.31 0.16 -0.10
C -0.94345 2.37671 -4.55788 0.20 -0.48 -0.46
C 0.51947 2.05119 -4.81379 0.27 0.18 0.11
O -1.36935 1.72823 -3.36223 -0.14 -0.14 0.40
H -1.75716 0.84306 -5.85782 0.15 0.09 0.00
H -2.87319 2.15701 -5.51135 0.17 0.05 -0.03
H -1.52946 2.42092 -6.64696 -0.04 -0.09 0.09
H -1.05931 3.45512 -4.40486 -0.07 -0.20 0.19
H 0.66708 0.97107 -4.92492 -0.11 0.07 -0.10
H 1.13809 2.36897 -3.96763 -0.08 0.04 -0.13
H 0.88189 2.54834 -5.71896 -0.01 -0.09 0.11
H -1.26995 0.77001 -3.48891 -0.04 0.34 -0.09
```
Positions in Å, forces in eV/Å.

Computed properties:
HOMO = -0.3755 Eh
Orbital gap = 0.27968 hartree
LUMO energy = -0.0959 hartree
2S+1 = 1
SMILES = O=C1C=CC(=O)c2c(S(=O)(=O)F)ccc(C(F)(F)C(F)F)c21.CC(C)O.CC(C)O

Löwdin atomic charge list, values in e, 6 entries: O -0.01; C -0.20; C 0.02; C 0.03; C -0.19; O -0.03

> Among the records above, which one has the highest 2S+1?

C31H86FNO36P8